Entry 1:
The following is a DFT calculation (wB97M-V/def2-TZVPD) of a 2-piece molecular cluster, C10H15NSi overall in a non-equilibrium geometry.

Cartesian coordinates (Å):
C1 1.99 2.73 1.44
C2 1.67 1.59 2.13
C3 1.27 3.08 0.34
C4 0.86 0.61 1.58
C5 0.43 2.13 -0.22
C6 0.18 0.90 0.43
C7 -2.80 -0.80 1.69
C8 -2.66 -0.76 0.37
C9 1.55 -2.55 -1.96
C10 0.57 -2.83 -0.83
N1 -1.67 0.44 -2.01
Si1 -1.09 -0.13 -0.50
H1 2.75 3.43 1.91
H2 2.12 1.18 3.06
H3 1.59 4.02 -0.03
H4 0.57 -0.36 1.87
H5 -0.04 2.54 -1.17
H6 -3.76 -1.03 2.21
H7 -1.88 -0.82 2.41
H8 -3.44 -0.90 -0.44
H9 1.86 -1.51 -1.78
H10 2.27 -3.32 -1.91
H11 0.89 -2.67 -2.97
H12 1.06 -2.78 0.13
H13 -0.17 -3.62 -0.94
H14 -2.57 0.07 -2.35
H15 -1.54 1.35 -2.47

gap between HOMO and LUMO (spin up / spin down)	7.52 / 6.72	eV

***

Entry 2:
The following is a DFT calculation (wB97M-V/def2-TZVPD) of C32H47N3O3P2STa as an isolated structure.

Cartesian coordinates (Å):
Ta1 -0.24 0.34 0.17
C1 2.01 -3.78 -1.73
C2 0.79 -3.53 -0.85
C3 1.12 -3.78 0.62
P1 0.03 -1.88 -1.22
C4 -1.13 -2.13 -2.62
C5 -2.48 -2.58 -2.05
C6 -0.66 -3.12 -3.69
C7 1.35 -0.73 -1.80
C8 1.60 -0.45 -3.14
C9 2.55 0.50 -3.48
C10 3.22 1.23 -2.50
C11 2.93 1.04 -1.16
C12 2.01 0.04 -0.81
N1 1.59 -0.14 0.55
C13 2.30 -0.80 1.59
C14 3.61 -1.20 1.47
C15 4.19 -1.91 2.52
C16 3.46 -2.21 3.66
C17 2.14 -1.78 3.77
C18 1.55 -1.07 2.74
P2 -0.08 -0.32 2.77
C19 -1.27 -1.31 3.75
C20 -1.45 -2.73 3.23
C21 -2.61 -0.57 3.85
C22 0.17 1.27 3.69
C23 0.15 1.06 5.21
C24 1.50 1.94 3.29
H1 2.33 -4.82 -1.60
H2 2.85 -3.14 -1.43
H3 1.82 -3.63 -2.79
H4 -0.02 -4.21 -1.14
H5 1.99 -3.21 0.94
H6 1.35 -4.84 0.75
H7 0.28 -3.55 1.27
H8 -1.24 -1.14 -3.07
H9 -2.40 -3.51 -1.48
H10 -3.18 -2.76 -2.86
H11 -2.93 -1.81 -1.41
H12 -0.56 -4.13 -3.29
H13 0.28 -2.84 -4.16
H14 -1.42 -3.16 -4.47
H15 1.08 -0.98 -3.92
H16 2.78 0.67 -4.52
H17 3.96 1.97 -2.78
H18 3.42 1.61 -0.39
H19 4.18 -0.98 0.57
H20 5.22 -2.23 2.44
H21 3.92 -2.76 4.47
H22 1.58 -2.02 4.67
H23 -0.82 -1.36 4.74
H24 -1.83 -2.74 2.20
H25 -2.18 -3.25 3.85
H26 -0.53 -3.31 3.26
H27 -3.17 -0.65 2.92
H28 -2.50 0.48 4.13
H29 -3.22 -1.05 4.61
H30 -0.66 1.91 3.40
H31 0.91 0.34 5.52
H32 -0.82 0.74 5.58
H33 0.39 2.00 5.70
H34 2.34 1.39 3.72
H35 1.52 2.95 3.70
H36 1.66 2.00 2.21
N2 -2.57 0.25 0.41
N3 -3.13 0.91 -0.71
C25 -2.28 1.36 -1.70
O1 -2.60 2.12 -2.57
O2 -1.04 0.85 -1.55
H37 -2.96 -0.69 0.49
H38 -2.82 0.76 1.26
H39 -4.10 1.19 -0.69
C26 -1.79 4.54 0.28
S1 -0.26 3.79 0.79
O3 -0.62 2.25 0.71
C27 0.81 4.12 -0.55
C28 2.05 4.64 -0.19
C29 2.92 5.03 -1.20
C30 2.54 4.89 -2.53
C31 1.30 4.35 -2.87
C32 0.42 3.96 -1.88
H40 -2.11 4.15 -0.68
H41 -1.58 5.61 0.22
H42 -2.53 4.36 1.06
H43 2.32 4.78 0.85
H44 3.88 5.47 -0.95
H45 3.21 5.23 -3.31
H46 1.02 4.26 -3.91
H47 -0.55 3.55 -2.15

charge	+3
gap between HOMO and LUMO	6.84	eV

***

Entry 3:
The following is a DFT calculation (wB97M-V/def2-TZVPD) of an isolated molecule of C4H7NS2 in a non-equilibrium geometry.

Cartesian coordinates (Å):
C1 -1.63 0.45 1.31
S1 -1.83 -0.19 -0.36
C2 -0.11 -0.21 -0.94
C3 0.57 1.17 -0.96
C4 1.51 1.19 0.22
N1 1.83 0.11 0.80
S2 1.02 -1.23 0.09
H1 -0.89 -0.17 1.91
H2 -1.30 1.49 1.29
H3 -2.59 0.41 1.81
H4 -0.17 -0.66 -1.94
H5 1.17 1.28 -1.89
H6 -0.17 2.00 -0.99
H7 1.96 2.13 0.58

SMILES string	CS[C@H]1CC=NS1
gap between HOMO and LUMO	9.37	eV

***

no.,energy (eV)
1,-19976.633
2,-75502.455
3,-27421.480